[1]
{
  "formula": "C19H26ClN5O2",
  "method": "wB97M-V/def2-TZVPD",
  "orbital_gap_ev": 8.4,
  "fmax_ev_per_a": 2.85,
  "homo_energy_ev": -8.110,
  "e_above_lowest_kj_mol": 57.3,
  "elements": ["H", "C", "H", "H", "N", "C", "H", "C", "Cl", "H", "H", "C", "C", "C", "C", "H", "H", "C", "C", "H", "N", "H", "O", "H", "H", "O", "H", "H", "C", "H", "H", "H", "N", "N", "C", "H", "C", "C", "C", "N", "H", "C", "C", "H", "C", "H", "H", "H", "C", "H", "C", "H", "H"],
  "coordinates": [[5.323, -4.692, 0.988], [6.364, -0.378, -1.663], [-8.228, 1.755, -1.534], [-4.830, -0.321, -3.131], [5.185, -1.377, 1.421], [-1.024, 1.888, 1.417], [0.929, 0.211, 3.463], [5.530, -2.653, 1.578], [-2.216, -2.327, 0.173], [-6.882, -0.307, -1.778], [-3.022, -0.615, -1.802], [-4.950, 2.035, -0.529], [-4.406, 0.939, -1.424], [-2.334, 0.412, -0.006], [4.946, -3.720, 0.672], [-6.985, 2.697, -2.374], [2.534, -1.811, 1.267], [-1.935, 1.702, 0.376], [4.744, 0.592, -0.010], [-7.212, 0.415, -3.360], [0.434, 1.025, 3.096], [7.131, 0.035, -2.321], [4.315, 1.606, 0.531], [5.928, 1.656, -1.193], [5.660, -0.952, -2.267], [6.334, -2.968, 2.440], [-4.968, 1.416, -3.427], [-2.315, 2.572, -0.150], [2.851, -0.796, 1.028], [-0.732, 2.894, 1.701], [6.850, -1.040, -0.943], [2.152, -0.368, 0.309], [0.225, -2.534, 2.915], [5.670, 0.707, -0.967], [-6.669, 0.554, -2.420], [2.838, -0.195, 1.938], [-1.771, -0.697, 0.656], [-3.263, 0.205, -1.131], [-0.279, -1.637, 2.368], [-6.421, 1.975, -0.462], [0.926, 1.916, 3.093], [-7.153, 1.827, -1.729], [4.265, -0.811, 0.430], [4.238, -1.440, -0.459], [-5.165, 0.626, -2.696], [5.251, -3.534, -0.355], [-4.555, 1.942, 0.487], [5.603, -0.739, 2.081], [-0.483, 0.793, 2.081], [-6.797, 2.740, 0.098], [-0.852, -0.506, 1.704], [3.861, -3.718, 0.751], [-4.640, 3.006, -0.929]]
}



[2]
{
  "formula": "C24H28N2O2",
  "method": "wB97M-V/def2-TZVPD",
  "orbital_gap_ev": 8.1,
  "fmax_ev_per_a": 2.16,
  "homo_energy_ev": -7.277,
  "e_above_lowest_kj_mol": 428.7,
  "elements": ["C", "C", "C", "H", "O", "H", "H", "H", "H", "H", "C", "H", "H", "C", "H", "C", "C", "O", "N", "C", "H", "H", "C", "C", "C", "H", "H", "C", "H", "C", "C", "N", "H", "C", "C", "H", "C", "H", "H", "C", "H", "C", "H", "C", "C", "H", "H", "C", "H", "H", "H", "C", "H", "H", "H", "C"],
  "coordinates": [[-2.520, 2.309, -1.621], [-2.572, -0.475, -1.785], [2.196, -2.658, -0.839], [-1.495, 1.247, 1.507], [0.132, -1.411, -1.063], [-6.031, 2.473, -1.738], [3.958, 0.932, 4.039], [-2.536, 3.390, -1.473], [-1.264, -1.387, 0.444], [3.661, 1.979, 5.452], [-1.529, 1.547, -1.016], [-0.693, 2.038, -0.521], [-0.274, 2.586, 3.163], [1.571, 3.222, 4.639], [-4.967, 3.283, -4.988], [1.581, -0.112, 1.084], [0.231, 1.768, 2.642], [4.248, -3.863, -0.912], [2.207, 2.100, 3.986], [0.208, 0.082, 0.870], [2.795, -1.772, -1.028], [4.795, -5.510, 0.282], [3.594, 1.909, 4.359], [-5.630, 3.082, -2.557], [1.586, 1.461, 2.951], [-4.288, -0.200, -3.071], [4.244, 2.694, 3.938], [-3.522, 1.695, -2.398], [6.053, -4.742, -0.741], [2.894, -3.887, -0.730], [-3.510, 0.278, -2.479], [-4.446, 2.467, -3.135], [0.215, -5.948, -0.533], [0.076, -3.789, -0.626], [-0.446, 1.023, 1.689], [4.821, -5.805, -1.500], [0.766, -5.006, -0.547], [-5.429, 4.106, -2.190], [0.525, 2.994, 4.859], [-1.611, 0.154, -0.986], [2.692, -6.006, -0.337], [2.159, -5.068, -0.510], [-3.346, 2.524, -4.932], [5.014, -5.072, -0.702], [-0.645, -0.701, -0.158], [2.089, 3.418, 5.579], [-3.627, 4.131, -4.195], [0.802, -2.603, -0.778], [1.600, 4.131, 4.022], [-2.572, -1.564, -1.888], [3.295, 0.242, 2.335], [-4.065, 3.133, -4.374], [-6.386, 3.166, -3.356], [-1.013, -3.771, -0.669], [2.159, -0.714, 0.393], [2.251, 0.501, 2.142]]
}



[3]
{
  "formula": "C17H39AlB2Br3ClFLiMgN3O17S",
  "method": "wB97M-V/def2-TZVPD",
  "orbital_gap_ev": 1.3,
  "fmax_ev_per_a": 8.19,
  "homo_energy_ev": -9.096,
  "total_charge": 1,
  "elements": ["O", "H", "S", "H", "O", "Cl", "O", "C", "C", "O", "H", "N", "C", "H", "H", "H", "H", "H", "C", "H", "H", "Mg", "Li", "B", "H", "H", "H", "H", "Br", "H", "C", "O", "N", "N", "H", "C", "F", "H", "H", "C", "C", "O", "O", "H", "Al", "O", "B", "H", "H", "H", "C", "H", "H", "H", "H", "C", "C", "O", "C", "C", "H", "O", "H", "O", "O", "H", "O", "H", "O", "H", "C", "C", "H", "Br", "H", "H", "O", "H", "Br", "O", "H", "C", "H", "H", "O", "H", "C"],
  "coordinates": [[2.779, -5.934, 4.702], [-1.414, -5.741, -2.137], [0.135, -1.061, 0.841], [0.203, -4.128, 4.305], [-4.951, -4.599, -3.232], [-6.246, -1.607, -1.730], [1.671, 5.346, 0.363], [5.730, 2.924, 0.293], [-2.271, -6.199, -1.632], [4.159, 3.240, -1.786], [-4.179, -0.417, 4.039], [3.354, -1.885, -1.615], [-2.512, 0.080, 0.134], [5.832, 3.550, 1.304], [0.817, -4.866, 5.755], [1.330, -4.427, 2.318], [4.109, 4.500, -0.057], [2.220, 4.786, 0.992], [-3.791, -1.439, 3.928], [-0.696, 4.516, -2.615], [-6.398, -1.263, 2.974], [3.995, -6.855, 2.012], [4.554, 2.911, -4.602], [-2.235, 2.592, -1.002], [7.271, 6.551, 0.052], [6.609, 3.140, -0.451], [-4.018, -1.975, 4.858], [-4.691, -2.698, -4.039], [6.776, 8.984, -0.200], [-4.205, 1.547, -0.327], [1.947, -5.249, 4.127], [-3.469, -5.975, -2.372], [0.898, -4.694, 4.761], [2.005, -4.988, 2.809], [3.665, 1.061, -1.777], [1.713, 2.283, -1.873], [6.354, 1.167, -1.656], [-2.371, -5.818, -0.611], [-1.477, -1.635, -0.965], [-0.258, 3.731, -1.831], [-3.801, -4.666, -2.515], [-1.140, 2.573, -2.035], [-0.448, -0.842, 2.454], [3.460, 2.693, 0.266], [2.754, 0.798, -5.063], [1.481, -0.253, 0.682], [0.238, 5.062, 0.641], [-6.346, -3.339, -4.044], [5.725, 1.783, 0.641], [-1.510, 5.179, -0.726], [-1.147, -0.598, -0.475], [3.409, 1.988, -3.409], [-3.421, 0.765, -1.897], [-5.648, -2.774, -2.513], [-4.041, -3.209, 2.788], [-5.930, -2.254, 2.902], [-0.793, 4.301, -0.390], [-0.321, 5.463, 1.977], [-4.405, -2.174, 2.725], [-3.173, 1.249, -0.847], [-6.404, -2.788, 2.068], [2.222, -1.968, -2.118], [-2.364, 0.524, 1.209], [0.565, -2.576, 0.737], [-3.174, -3.716, -2.074], [2.779, -5.387, 2.294], [3.896, -2.894, -1.134], [-3.355, -0.762, 0.212], [-4.159, -1.456, 1.643], [1.162, 1.429, -2.484], [6.664, 7.101, -0.675], [4.235, 3.344, -0.321], [-2.699, -1.376, 3.846], [7.425, 6.750, -2.430], [-0.620, 0.061, -1.293], [1.596, 1.970, -0.729], [3.945, -0.792, -1.594], [-3.048, 3.429, -1.228], [4.846, 6.423, -0.525], [1.182, 3.634, -2.109], [-0.939, 6.251, 1.792], [-5.422, -3.273, -3.461], [-2.103, -7.278, -1.581], [0.234, -0.273, 2.955], [-1.500, 3.112, 0.186], [-6.179, -2.799, 3.821], [3.321, 2.112, -2.225]]
}